Record 1
Density functional theory data (ωB97M-V/def2-TZVPD) for 4 unconnected molecules or ions with the total composition C2H12O3S2.

```
19
Properties=species:S:1:pos:R:3:nbo_charge:R:1
C -1.30 0.76 1.18 -0.75
S -1.55 1.85 -0.26 0.06
S -0.44 1.00 -1.80 0.06
C -1.04 -0.71 -1.70 -0.75
H -0.42 0.13 1.06 0.24
H -2.18 0.16 1.38 0.22
H -1.11 1.45 2.01 0.23
H -2.12 -0.72 -1.63 0.23
H -0.57 -1.17 -0.85 0.22
H -0.69 -1.28 -2.56 0.23
O -1.31 -3.17 0.87 -0.93
H -0.85 -3.44 1.67 0.47
H -0.89 -3.77 0.24 0.47
O 2.16 0.04 1.07 -0.95
H 1.68 -0.31 0.31 0.46
H 2.27 0.96 0.79 0.49
O 2.81 2.39 -0.66 -0.96
H 3.43 2.90 -0.14 0.48
H 2.10 2.93 -1.00 0.49
```

Energy relative to the best compared isomer or geometry (same formula, charge and spin)   0.692 eV
Structure (SMILES)   CSSC.O.O.O
Multiplicity   1
Molecular weight   148.25 g mol⁻¹
Lowest unoccupied orbital energy   0.538 eV

---

Record 2
Density functional theory data (ωB97M-V/def2-TZVPD) for a molecular structure, C33H31N5O3SiSn in a non-equilibrium geometry.

```
74
Properties=species:S:1:pos:R:3:mulliken_charge:R:1
Sn -0.87 -2.87 0.05 1.04
O 2.34 -0.38 -2.70 -0.56
C 2.16 0.95 -2.43 0.65
C 2.60 1.86 -3.36 -0.62
C 2.57 3.24 -3.11 -0.54
C 1.79 3.80 -2.06 -0.81
C 1.33 2.84 -1.24 -0.74
C 1.47 1.42 -1.30 0.93
C 0.95 0.58 -0.25 0.51
O 0.38 1.21 0.78 -0.65
N 1.18 -0.72 -0.26 0.07
N 0.63 -1.40 0.79 -0.35
C 1.15 -1.50 1.93 -0.77
C 0.73 -2.40 2.98 0.77
C 1.36 -2.43 4.21 -0.73
C 0.96 -3.40 5.09 -0.45
C -0.09 -4.28 4.70 -0.63
C -0.55 -4.18 3.39 -0.34
N -0.11 -3.31 2.52 -0.06
H 1.95 -0.86 -1.93 0.34
H 3.06 1.47 -4.26 0.44
H 3.14 3.85 -3.80 0.42
H 1.59 4.86 -1.96 0.50
H 0.80 3.14 -0.29 0.29
H 2.00 -0.81 2.08 0.45
H 2.14 -1.74 4.39 0.59
H 1.43 -3.50 6.02 0.55
H -0.51 -5.08 5.38 0.38
H -1.34 -4.83 3.12 0.48
C 3.38 -3.40 -0.53 -1.48
C 2.07 -3.58 -1.25 0.91
O 1.06 -3.87 -0.52 -0.67
N 1.97 -3.49 -2.57 0.06
C 0.67 -3.77 -3.31 -1.43
C -0.03 -2.44 -3.42 0.71
C 0.28 -1.64 -4.57 -0.40
C -0.23 -0.37 -4.68 -0.69
C -1.13 0.02 -3.67 -0.21
C -1.38 -0.79 -2.62 -0.31
N -0.85 -1.99 -2.47 -0.19
H 3.80 -2.41 -0.71 0.32
H 4.08 -4.06 -0.95 0.51
H 3.32 -3.64 0.48 0.38
H 2.71 -3.30 -3.22 0.26
H 0.03 -4.38 -2.66 0.27
H 0.76 -4.19 -4.27 0.65
H 0.94 -2.02 -5.37 0.35
H -0.05 0.31 -5.52 0.47
H -1.59 1.03 -3.70 0.38
H -2.19 -0.56 -1.92 0.62
C -2.26 1.52 5.53 -0.51
C -1.13 0.91 5.15 -0.69
C -0.75 0.90 3.79 0.27
C -1.62 1.38 2.84 0.19
C -2.76 2.06 3.25 -0.70
C -3.01 2.22 4.60 -0.74
Si -1.34 1.45 0.96 0.67
C -1.87 2.89 -0.01 0.46
C -1.47 4.21 0.22 -0.10
C -2.03 5.21 -0.56 -0.71
C -2.90 4.91 -1.56 -0.52
C -3.20 3.59 -1.94 -0.84
C -2.69 2.56 -1.14 -0.40
H -2.61 1.52 6.54 0.44
H -0.41 0.49 5.85 0.40
H 0.21 0.46 3.42 0.33
H -3.38 2.52 2.54 0.49
H -3.94 2.66 4.81 0.39
H -2.03 0.27 0.26 -0.26
H -0.77 4.46 0.98 0.49
H -1.84 6.25 -0.28 0.44
H -3.32 5.74 -2.14 0.37
H -3.77 3.26 -2.78 0.49
H -2.99 1.52 -1.34 0.38
```

Energy relative to the best compared isomer or geometry (same formula, charge and spin)   0.805 eV
Charge   +2
Multiplicity   1
Molecular weight   692.44 g mol⁻¹
Lowest unoccupied orbital energy   -6.482 eV

---

Record 3
Density functional theory data (ωB97M-V/def2-TZVPD) for a molecular structure, C11H12F7MnNO5 in a non-equilibrium geometry.

```
37
Properties=species:S:1:pos:R:3:mulliken_spin:R:1
C -1.89 2.61 0.30 0.00
O -1.33 3.17 -0.93 0.00
C -0.36 2.27 -1.57 0.01
C 1.02 2.02 -0.72 -0.06
O 2.05 2.99 -1.24 0.01
C 1.65 4.38 -0.91 -0.01
N 1.27 5.63 -1.07 0.01
O 1.62 0.68 -0.88 0.06
C 0.73 -0.38 -0.40 -0.04
C 1.55 -1.14 0.85 0.09
C 0.77 -0.96 2.31 0.00
O 1.19 -1.97 3.32 0.00
C 0.02 -2.72 3.80 0.00
O -0.91 -2.21 4.64 0.00
C 0.55 -1.45 -1.65 -0.01
F 0.31 -0.68 -2.93 0.00
F 1.88 -2.12 -1.86 0.00
C -0.61 -2.58 -1.41 0.00
F -0.39 -3.47 -0.24 0.00
F -0.59 -3.47 -2.62 0.00
C -2.14 -2.00 -1.31 0.00
F -3.05 -3.21 -1.35 0.00
F -2.55 -1.14 -2.47 0.00
F -2.46 -1.35 0.02 0.00
H -2.85 3.27 0.56 0.00
H -1.12 2.85 1.18 0.00
H -2.13 1.46 0.20 0.00
H -0.03 2.80 -2.59 0.00
H -0.93 1.30 -1.88 0.00
H 0.87 2.25 0.43 0.04
H -0.27 -0.01 0.07 -0.01
H 2.64 -0.69 0.98 -0.05
H 1.68 -2.29 0.69 0.00
H -0.40 -1.09 2.20 0.00
H 0.99 0.12 2.69 0.00
H -0.11 -3.84 3.46 0.00
Mn 3.31 0.96 0.32 4.93
```

Expectation value of S²   8.753
Charge   +2
Multiplicity   6
Molecular weight   426.14 g mol⁻¹
Lowest unoccupied orbital energy (spin up / spin down)   -11.625 / -11.743 eV